{"formula": "C19H34AsIrN6O2S2", "method": "the ωB97M-V functional and the def2-TZVPD basis", "symbols": ["C", "C", "H", "C", "S", "H", "H", "H", "N", "H", "C", "H", "C", "C", "N", "H", "C", "As", "C", "H", "H", "C", "H", "C", "H", "C", "C", "N", "N", "H", "N", "H", "H", "H", "H", "H", "O", "H", "C", "C", "C", "H", "H", "H", "H", "C", "H", "H", "H", "H", "H", "H", "C", "H", "C", "H", "C", "S", "N", "H", "H", "H", "O", "Ir", "H"], "positions_angstrom": [[2.85, -1.06, 1.34], [4.26, -1.51, 1.54], [-0.16, -2.04, -6.48], [0.85, -1.80, -6.15], [-0.41, -2.74, -1.24], [-3.34, -3.70, 3.58], [1.53, 1.67, -1.41], [4.33, -2.17, 2.40], [2.18, -1.36, 0.25], [-3.18, -3.42, -0.55], [1.22, 0.25, -2.97], [-0.13, -5.69, 1.95], [2.12, -0.26, 2.30], [-0.63, -5.34, 1.05], [0.29, -2.14, -3.80], [1.76, 0.58, -5.03], [-2.57, -4.42, 3.30], [-1.91, -4.00, 1.56], [-1.02, 6.07, 0.51], [-2.51, 4.10, 2.17], [0.10, -4.95, 0.35], [1.76, 1.54, -2.46], [4.61, -2.05, 0.66], [1.31, -0.10, -4.32], [-0.05, -3.05, -4.08], [-3.41, -3.96, 0.37], [-1.02, 2.19, 0.28], [0.66, -0.61, -2.10], [-0.58, 1.13, 0.06], [-1.09, 7.13, 0.72], [-1.51, 3.35, 0.50], [-1.76, -4.40, 4.02], [-1.57, 4.05, -1.48], [-3.16, 3.68, -0.78], [3.52, 1.03, 3.21], [0.35, 5.12, 1.91], [0.12, 0.72, 2.81], [-0.73, 0.27, 2.93], [2.77, 0.29, 3.51], [-2.31, 5.58, -0.14], [-2.18, 4.13, -0.58], [-1.04, 5.86, 2.68], [1.45, -2.70, -6.24], [1.26, -1.04, -6.82], [-4.24, -3.47, 0.88], [0.83, -1.31, -4.75], [3.30, -0.50, 4.05], [1.36, 2.37, -3.04], [2.05, 0.77, 4.18], [-3.69, -4.99, 0.14], [2.85, 1.55, -2.60], [-0.20, 5.94, -0.20], [0.22, -1.79, -2.51], [-1.18, -6.17, 0.59], [-0.73, 5.29, 1.81], [-3.01, -5.42, 3.24], [-1.47, 3.96, 1.86], [-0.99, -2.03, 1.86], [0.87, -0.10, 2.00], [4.92, -0.66, 1.72], [-1.00, 3.26, 2.55], [-3.15, 5.70, 0.54], [2.61, -1.97, -0.73], [0.20, -0.83, 0.12], [-2.55, 6.17, -1.03]], "homo_ev": [-16.83, -16.84], "homo_lumo_gap_ev": [6.80, 6.41], "largest_force_ev_per_a": 1.5, "e_above_lowest_kcal_mol": 50.7, "total_energy_ev": -118610.3430, "lumo_energy_ev": [-10.029, -10.423], "total_charge": 3, "multiplicity": 2, "mol_weight_da": 709.794, "s_squared": 0.76}